No. 1
{"formula": "C42H46FGe2MoN2OS4SbSe5", "method": "ωB97M-V/def2-TZVPD", "max_force_ha_per_bohr": 0.02353, "energy_ha": -19975.02975, "s_squared": 0.780, "multiplicity": 2, "orbital_gap_ev": [5.1, 5.1], "total_charge": -1, "e_homo_ev": [-4.8, -4.8], "elements": ["Mo", "O", "C", "S", "C", "C", "S", "S", "S", "Se", "Sb", "Se", "Se", "Se", "C", "N", "C", "Se", "N", "C", "C", "C", "C", "C", "C", "H", "H", "H", "H", "H", "H", "H", "H", "C", "C", "C", "C", "Ge", "C", "C", "C", "C", "H", "H", "H", "H", "H", "H", "H", "H", "H", "H", "H", "H", "H", "H", "H", "H", "H", "H", "H", "C", "Ge", "C", "C", "C", "C", "C", "C", "C", "C", "C", "C", "C", "C", "C", "C", "C", "C", "H", "H", "H", "H", "H", "H", "H", "H", "H", "H", "H", "H", "H", "H", "H", "F", "C", "C", "C", "C", "C", "C", "H", "H", "H", "H"], "xyz": [[-1.64992, 1.03329, -0.73033], [0.72005, 6.42830, 3.08508], [0.32467, 5.51865, 2.41799], [1.31379, 4.66263, 1.22243], [0.09475, 3.48042, 0.77491], [-1.15108, 3.62039, 1.33548], [-2.40159, 2.51363, 1.08668], [-1.34693, 4.90238, 2.49694], [0.43546, 2.16773, -0.25000], [-5.62432, 0.79046, -4.37359], [-3.27179, 0.80685, -4.01442], [-2.62823, 2.59605, -2.21734], [-2.86037, -0.71617, -1.95435], [-1.76207, 0.88689, -5.85897], [3.21756, 3.63372, -5.28666], [3.61651, 2.86442, -4.12724], [3.13011, 3.06328, -2.87817], [1.98142, 4.39926, -2.39467], [3.67020, 2.10896, -2.08226], [4.50884, 1.29323, -2.81595], [5.25991, 0.18313, -2.47617], [5.99978, -0.40802, -3.48706], [5.98597, 0.09160, -4.79028], [5.22788, 1.19920, -5.13293], [4.48662, 1.78968, -4.12295], [2.13381, 3.75794, -5.27564], [3.51382, 3.08921, -6.17914], [3.68650, 4.61795, -5.27872], [3.40220, 1.98743, -1.11379], [5.26478, -0.20707, -1.47143], [6.58981, -1.28333, -3.26079], [6.56722, -0.40287, -5.55356], [5.21113, 1.57259, -6.14445], [-5.22937, -3.18970, 4.27943], [-4.07121, -2.45601, 3.62388], [-4.34197, -0.96748, 3.45830], [-3.20210, -0.23640, 2.74821], [-3.40796, -0.37338, 0.75802], [-5.20354, 0.36723, 0.39794], [-6.18252, -0.68710, -0.12311], [-7.51675, -0.10065, -0.58540], [-8.30905, 0.56154, 0.53451], [-5.00914, -4.24590, 4.42561], [-6.12918, -3.12065, 3.66678], [-5.46448, -2.76084, 5.25459], [-3.85979, -2.89670, 2.64534], [-3.16207, -2.58678, 4.21870], [-4.51782, -0.53077, 4.44755], [-5.27942, -0.84015, 2.90838], [-2.25335, -0.68432, 3.04583], [-3.17682, 0.81315, 3.04226], [-3.46564, -1.90897, 0.57012], [-5.09819, 1.17528, -0.33892], [-5.57451, 0.81800, 1.32036], [-6.36538, -1.43675, 0.65720], [-5.72224, -1.21931, -0.96388], [-8.11915, -0.89562, -1.03367], [-7.31778, 0.61789, -1.38427], [-8.47863, -0.13669, 1.35802], [-9.28196, 0.90644, 0.18686], [-7.78300, 1.42621, 0.93898], [0.38010, 1.33489, 2.99631], [0.74656, 0.13324, 1.47518], [0.27027, -1.74268, 2.04453], [0.16561, -2.90656, 1.27469], [-0.15606, -4.13208, 1.83012], [-0.38189, -4.25006, 3.18899], [-0.28050, -3.12456, 3.97893], [0.02438, -1.89491, 3.41345], [2.73007, 0.33436, 1.25270], [3.23869, 1.57742, 1.52860], [4.61650, 1.82173, 1.70113], [5.50433, 0.79521, 1.61395], [5.05274, -0.49973, 1.27268], [5.97850, -1.55544, 1.07488], [5.56827, -2.77150, 0.61991], [4.20506, -2.98054, 0.32446], [3.29558, -1.98809, 0.53496], [3.67218, -0.72535, 1.04945], [0.54705, 0.81181, 3.92682], [-0.63880, 1.71572, 2.98735], [1.07624, 2.16831, 2.97387], [0.34349, -2.89482, 0.21474], [-0.23127, -5.00017, 1.18895], [-0.63989, -5.20575, 3.62359], [-0.45879, -3.18733, 5.04469], [0.06401, -1.05226, 4.07752], [2.57409, 2.41791, 1.66482], [4.94838, 2.82515, 1.93052], [6.56275, 0.95655, 1.77613], [7.02647, -1.36431, 1.26903], [6.28402, -3.56625, 0.46137], [3.88269, -3.92546, -0.08744], [2.27036, -2.14110, 0.26079], [2.72013, -1.86169, -4.27213], [1.83489, -1.20191, -3.49026], [1.41523, 0.05619, -3.86115], [0.50780, 0.73415, -3.05503], [-0.03493, 0.13256, -1.91826], [0.38915, -1.15665, -1.61811], [1.34316, -1.83180, -2.36364], [1.75783, 0.48431, -4.79007], [0.18857, 1.73022, -3.35996], [-0.14060, -1.68126, -0.83383], [1.65407, -2.84086, -2.13147]], "lowdin_charge": [0.30, -0.05, -0.99, 0.94, -1.07, -1.13, 0.57, 1.00, 0.61, -0.17, -0.19, 0.13, 0.16, -0.14, -0.04, -0.08, -0.77, 0.63, 0.14, -0.18, 0.01, -0.08, -0.09, -0.01, -0.17, 0.08, 0.08, 0.09, 0.12, 0.10, 0.10, 0.10, 0.10, -0.12, -0.29, -0.30, -0.38, 0.58, -0.38, -0.31, -0.27, -0.12, 0.06, 0.07, 0.07, 0.09, 0.09, 0.11, 0.09, 0.02, 0.02, -0.04, 0.05, 0.06, 0.10, 0.07, 0.10, 0.08, 0.07, 0.06, 0.06, -0.21, 1.03, -0.26, -0.12, -0.07, -0.08, -0.09, -0.13, -0.23, -0.16, -0.06, -0.04, -0.19, -0.05, -0.08, -0.06, -0.04, -0.17, 0.02, 0.00, 0.01, 0.07, 0.11, 0.10, 0.11, 0.08, 0.02, 0.11, 0.11, 0.11, 0.10, 0.10, 0.06, 0.05, -0.28, -0.03, -0.20, -0.48, -0.22, -0.01, 0.12, 0.06, 0.04, 0.12]}

No. 2
{"formula": "C8H15FN", "method": "ωB97M-V/def2-TZVPD", "max_force_ha_per_bohr": 0.11266, "energy_ha": -468.10686, "orbital_gap_ev": 8.3, "total_charge": 1, "e_homo_ev": -12.7, "elements": ["C", "C", "C", "C", "C", "C", "C", "C", "N", "F", "H", "H", "H", "H", "H", "H", "H", "H", "H", "H", "H", "H", "H", "H", "H"], "xyz": [[0.70955, 0.91485, -1.29435], [3.09288, -0.01533, 1.09059], [3.48862, -1.00772, -0.01093], [1.60052, 0.16986, 0.79975], [2.63134, -0.44592, -1.25324], [-3.81774, -0.53158, 0.42124], [-3.95906, 1.64276, -0.78000], [-3.29720, 0.52806, -0.02504], [1.58037, 0.29075, -0.68421], [-1.96701, 0.75862, 0.31278], [-0.09604, 1.40119, -0.80044], [3.23220, -0.62225, 2.08281], [3.63629, 0.81596, 1.31217], [4.53568, -1.25282, -0.12834], [2.97472, -2.03750, 0.17139], [1.01222, -0.82448, 1.17633], [0.96797, 0.99847, 1.17015], [3.15928, 0.25468, -1.94801], [2.28110, -1.23856, -1.83484], [0.58009, 0.88376, -2.36033], [-3.42359, -1.14847, 1.30658], [-4.84423, -0.78336, 0.09866], [-3.84478, 1.71454, -1.87113], [-3.53404, 2.55193, -0.32349], [-5.04577, 1.58512, -0.63682]], "lowdin_charge": [0.18, -0.16, -0.10, -0.08, -0.10, 0.05, -0.03, -0.42, -0.12, -0.04, 0.10, 0.16, 0.08, 0.11, 0.15, 0.20, 0.14, 0.16, 0.12, 0.14, 0.11, 0.09, 0.08, 0.09, 0.09]}